Entry from the OMol25 dataset: a 2-piece molecular cluster, C5H8O overall (ωB97M-V/def2-TZVPD).

Structure (XYZ):
```
14
Properties=species:S:1:pos:R:3
O 1.778 1.505 0.436
C -0.328 0.071 -1.163
C -0.962 -0.279 0.816
C -1.685 0.233 -0.395
C 0.142 -0.554 0.123
C 2.012 0.349 0.722
H -2.446 -0.485 -0.735
H 0.503 -1.530 0.346
H 0.111 1.040 -1.438
H -2.100 1.231 -0.316
H -0.275 -0.606 -2.018
H 1.877 -0.077 1.736
H -1.202 -0.564 1.834
H 2.575 -0.334 0.054
```

Output
E_HOMO: -0.330 Ha
charge: 0
spin multiplicity: 1

---

Entry from the OMol25 dataset: an isolated molecule of C5H8O (ωB97M-V/def2-TZVPD).

Structure (XYZ):
```
14
Properties=species:S:1:pos:R:3
O -0.702 -0.466 2.613
C -0.637 0.653 -2.087
C 1.587 0.367 -0.866
C -0.101 -0.637 1.629
C -0.548 -0.391 0.076
C 0.132 0.326 -0.794
H -0.346 0.182 -3.069
H 2.209 0.038 0.017
H 1.036 -0.604 1.526
H -1.596 -0.719 -0.045
H 2.024 -0.534 -1.492
H 1.941 1.330 -1.333
H -1.670 0.370 -1.985
H -0.579 1.754 -2.281
```

Output
E_HOMO: -0.342 Ha
charge: 0
spin multiplicity: 1

---

Entry from the OMol25 dataset: an isolated molecule of C5H8O (ωB97M-V/def2-TZVPD).

Structure (XYZ):
```
14
Properties=species:S:1:pos:R:3
O 2.227 0.981 1.967
C -0.460 0.576 -0.505
C -1.539 -1.870 -0.237
C 1.016 1.128 -0.174
C -1.098 -0.655 0.327
C 1.899 0.378 0.878
H -1.504 -2.760 0.227
H -1.145 1.470 -0.276
H -0.569 0.363 -1.598
H -1.900 -1.828 -1.313
H 1.629 0.993 -1.105
H -1.656 -0.396 1.262
H 0.856 2.256 -0.054
H 2.245 -0.637 0.603
```

Output
E_HOMO: -0.327 Ha
charge: 0
spin multiplicity: 1

---

Entry from the OMol25 dataset: a 2-piece molecular cluster, C5H8O overall (ωB97M-V/def2-TZVPD).

Structure (XYZ):
```
14
Properties=species:S:1:pos:R:3
O -0.967 -2.461 1.805
C -1.717 -1.477 1.242
C -0.866 0.324 -0.415
C -1.287 -0.564 0.394
C 0.972 1.334 -1.781
C -0.434 1.245 -1.250
H 1.490 0.335 1.656
H 1.676 0.778 -1.156
H 1.027 0.924 -2.798
H 0.942 -0.028 2.004
H -2.749 -1.528 1.577
H 1.304 2.376 -1.835
H -1.152 1.980 -1.611
H -0.059 -2.376 1.480
```

Output
E_HOMO: -0.299 Ha
charge: 0
spin multiplicity: 1

---

Entry from the OMol25 dataset: an isolated molecule of C5H8O (ωB97M-V/def2-TZVPD).

Structure (XYZ):
```
14
Properties=species:S:1:pos:R:3
O -1.175 -0.258 1.334
C -1.553 -0.561 -0.003
C -1.012 0.750 0.338
C 0.312 0.432 -0.374
C -0.283 -0.974 -0.724
C 1.621 0.439 0.435
H 1.974 1.463 0.590
H 2.395 -0.075 -0.147
H 1.536 -0.053 1.410
H -2.576 -0.882 -0.169
H 0.205 -1.795 -0.197
H -1.581 1.662 0.499
H 0.573 1.095 -1.216
H -0.436 -1.242 -1.775
```

Output
E_HOMO: -0.363 Ha
charge: 0
spin multiplicity: 1

---

Entry from the OMol25 dataset: an isolated molecule of C5H8O (ωB97M-V/def2-TZVPD).

Structure (XYZ):
```
14
Properties=species:S:1:pos:R:3
O 0.623 1.621 1.469
C 1.347 0.436 1.750
C -0.143 0.693 -0.572
C 0.062 1.709 0.239
C -0.962 -0.297 -0.834
C -0.866 -1.520 -1.679
H 2.336 0.517 1.287
H -1.778 -1.629 -2.273
H -1.881 -0.233 -0.251
H 0.873 -0.472 1.373
H 1.424 0.378 2.834
H -0.206 2.729 -0.010
H -0.837 -2.384 -1.003
H 0.006 -1.548 -2.333
```

Output
E_HOMO: -0.314 Ha
charge: 0
spin multiplicity: 1

---

Entry from the OMol25 dataset: an isolated molecule of C5H8O (ωB97M-V/def2-TZVPD).

Structure (XYZ):
```
14
Properties=species:S:1:pos:R:3
O 1.141 0.161 0.873
C 0.959 0.846 -0.354
C 0.053 -1.241 -1.397
C 0.030 -0.105 1.605
C -1.227 0.252 1.354
C 0.137 0.082 -1.365
H 1.974 0.995 -0.736
H 0.302 -0.697 2.475
H 0.584 -1.851 -0.671
H -1.518 0.837 0.489
H -0.564 -1.761 -2.122
H -2.016 -0.084 2.015
H -0.422 0.687 -2.077
H 0.523 1.839 -0.173
```

Output
E_HOMO: -0.327 Ha
charge: 0
spin multiplicity: 1

---

Entry from the OMol25 dataset: an isolated molecule of C5H8O (ωB97M-V/def2-TZVPD).

Structure (XYZ):
```
14
Properties=species:S:1:pos:R:3
O 2.068 0.580 1.168
C 0.738 -0.812 -0.282
C 2.069 -0.356 0.103
C -0.387 -1.149 -0.570
C -1.767 -0.727 -0.770
C -1.338 0.942 -0.324
H -2.446 -1.305 -0.116
H -0.597 1.089 -1.093
H -1.756 1.967 -0.185
H 2.628 -1.224 0.453
H -2.099 -0.957 -1.801
H -0.959 0.703 0.655
H 2.579 0.051 -0.782
H 1.389 1.242 0.981
```

Output
E_HOMO: -0.350 Ha
charge: 0
spin multiplicity: 1

---

Entry from the OMol25 dataset: an isolated molecule of C5H8O (ωB97M-V/def2-TZVPD).

Structure (XYZ):
```
14
Properties=species:S:1:pos:R:3
O -0.245 -1.018 -0.422
C -0.549 0.096 0.392
C 1.098 -1.607 -0.232
C 0.057 1.727 -1.384
C -0.279 1.415 -0.091
C -1.215 -0.276 1.505
H 1.817 -0.857 -0.534
H -1.794 -1.270 1.610
H 1.315 -2.606 -0.811
H -0.262 2.309 0.647
H 1.258 -1.979 0.855
H 0.198 0.924 -2.146
H 0.257 2.703 -1.693
H -1.656 0.439 2.305
```

Output
E_HOMO: -0.321 Ha
charge: 0
spin multiplicity: 1

---

Entry from the OMol25 dataset: a 2-piece molecular cluster, C5H8O overall (ωB97M-V/def2-TZVPD).

Structure (XYZ):
```
14
Properties=species:S:1:pos:R:3
O -0.833 1.491 -0.275
C 2.921 0.336 -0.342
C -0.562 0.218 0.075
C -0.850 -0.074 1.519
C -0.790 -0.793 -1.117
C 1.754 0.094 -0.179
H -0.459 1.768 -1.065
H -0.056 -0.433 -1.891
H -1.782 -0.556 -1.583
H 3.950 0.049 -0.393
H -1.188 -1.062 1.854
H -0.722 -1.839 -0.726
H -1.460 0.818 1.999
H 0.076 -0.018 2.125
```

Output
E_HOMO: -0.335 Ha
charge: 0
spin multiplicity: 1

---

The following max |F| values (in eV/Å) correspond, in order, to the records above: 1.9, 6.9, 6.7, 0.3, 1.2, 0.6, 0.2, 2.0, 3.7, 4.0.
The following energy relative to the best compared isomer or geometry (same formula, charge and spin) values (in kcal/mol) correspond, in order, to the records above: 93.9, 55.8, 87.6, 87.0, 52.2, 65.8, 44.7, 95.7, 69.2, 128.2.